ORCA calculation (the ωB97M-V functional and the def2-TZVPD basis) on a 22-piece molecular cluster, H44O22 overall at a distorted geometry.

```
66
Properties=species:S:1:pos:R:3:forces:R:3
O 2.24979 -4.72197 0.03836 0.03 -0.74 -0.62
H 2.07117 -5.23257 0.82806 0.03 -0.06 0.16
H 2.05927 -3.81800 0.28886 -0.04 0.58 0.48
O 3.30271 0.16358 -4.58950 0.48 -0.43 -0.23
H 3.71258 0.92622 -4.18131 0.12 0.09 0.09
H 2.37203 0.38379 -4.62920 -0.16 0.25 0.22
O -3.04652 2.14565 4.23159 -0.04 -0.11 0.14
H -3.48769 2.87759 4.66272 -0.09 0.24 0.21
H -3.06375 2.36950 3.30109 -0.15 0.03 -0.39
O -0.88186 -0.93728 -3.31640 -0.07 0.51 0.56
H -0.88408 -1.80033 -3.73039 -0.02 -0.89 -0.28
H -0.53520 -0.34987 -3.98797 0.25 0.49 0.23
O 3.60580 -0.24294 2.12912 -0.10 0.19 0.80
H 3.90563 0.16616 1.31735 0.28 0.23 -0.62
H 2.93475 -0.86596 1.85027 -0.33 -0.49 -0.03
O 3.34920 3.07790 -0.96830 1.42 0.35 -0.45
H 2.43858 2.79908 -0.87214 -1.03 -0.08 0.31
H 3.61192 2.74746 -1.82739 0.04 0.10 -0.37
O -4.25841 -3.17335 -0.72523 -0.74 -0.24 0.15
H -3.60367 -3.29339 -0.03738 0.31 -0.32 0.18
H -3.83769 -2.59138 -1.35810 0.02 0.35 -0.22
O -0.98637 -3.29517 -4.67991 -0.12 0.06 0.07
H -1.05935 -3.08934 -5.61187 -0.12 0.00 -0.32
H -0.22240 -3.86876 -4.61993 0.28 -0.26 0.14
O -2.77926 -0.98373 3.74345 0.16 -0.08 -0.29
H -3.64217 -1.34573 3.54208 -0.32 -0.21 -0.03
H -2.77241 -0.89571 4.69658 0.03 0.22 0.36
O 1.28203 4.95409 1.51738 -0.27 0.76 0.02
H 1.08922 4.49865 0.69784 0.12 -0.36 -0.10
H 1.76967 4.31562 2.03776 0.11 -0.53 0.26
O -1.14334 3.82934 -1.82203 -0.21 -0.15 -0.18
H -1.95428 3.88704 -1.31678 -0.31 0.00 0.16
H -1.09967 4.65687 -2.30109 0.17 0.28 -0.08
O 1.59329 -2.30334 1.24916 0.87 -0.23 -0.55
H 0.87261 -2.32104 1.87887 -0.55 0.07 0.57
H 1.26827 -1.76499 0.52751 -0.25 0.58 -0.27
O 0.76882 1.25276 -4.51153 -0.37 -0.29 0.02
H 0.43725 0.96526 -5.36219 -0.04 0.07 -0.49
H 0.56994 2.18855 -4.48024 -0.03 0.34 0.19
O -0.58000 1.18253 3.44954 0.42 -0.14 -0.20
H -1.15545 0.42638 3.33415 -0.16 -0.17 -0.09
H -1.15713 1.87712 3.76689 -0.21 0.16 0.36
O 0.86915 2.66726 -0.42318 0.01 0.11 0.26
H 0.03687 2.99344 -0.76545 -0.18 0.35 -0.49
H 0.67567 1.77677 -0.13023 0.10 -0.77 0.24
O -0.25840 -2.22167 3.18167 0.11 -0.33 0.06
H -1.15414 -1.88437 3.17127 -0.55 0.09 -0.06
H 0.10730 -1.90607 4.00804 0.30 0.09 0.21
O -2.59833 -0.36323 0.75584 0.19 0.25 0.33
H -3.02352 -0.59766 1.58076 0.12 0.02 0.25
H -3.27923 -0.47983 0.09327 -0.20 -0.16 -0.70
O 0.12325 -0.10423 -0.18220 0.64 0.08 0.04
H -0.17473 -0.38468 -1.04753 -0.05 -0.06 -0.56
H -0.68259 0.04766 0.31153 -0.64 -0.19 0.40
O -3.28892 -0.97073 -1.97241 -0.55 0.21 0.42
H -2.35065 -0.99137 -2.16068 0.64 0.14 -0.45
H -3.68463 -0.60669 -2.76432 -0.09 0.06 -0.18
O -1.99607 -4.11662 0.55001 -0.09 0.00 0.19
H -1.27942 -3.94849 -0.06185 0.25 0.02 -0.23
H -1.56267 -4.39804 1.35574 0.14 -0.06 0.26
O 1.93218 2.39875 3.16917 0.33 0.67 0.04
H 1.11345 1.93623 3.34803 -0.37 -0.28 -0.07
H 2.58314 1.70423 3.06866 0.33 -0.42 -0.19
O 4.96006 1.17405 0.15498 0.55 -0.79 0.17
H 5.22469 1.59585 0.97246 0.21 0.20 0.19
H 4.59370 1.88320 -0.37333 -0.60 0.56 -0.02
```
Forces are in eV/Å.

For the energy above the lowest of the compared OMol25 structures with the same formula, charge and spin, the calculation gives 55.0 kcal/mol. As for the strongest force on any atom: 1.5 eV Å⁻¹. For the highest occupied orbital energy, the calculation gives -9.938 eV. The calculation puts the LUMO energy at -0.5935 eV. The total energy comes out at -45761.364 eV. The orbital gap is 0.34340 Ha.

ORCA calculation (the ωB97M-V functional and the def2-TZVPD basis) on a 23-piece molecular cluster, H46O23 overall at a distorted geometry.

```
69
Properties=species:S:1:pos:R:3:forces:R:3
O -2.12890 -1.06653 -1.55076 0.28 0.19 0.26
H -2.71914 -1.05310 -2.29909 -0.31 -0.02 -0.48
H -2.53183 -0.44436 -0.92029 -0.07 -0.11 0.10
O -2.09893 -2.79449 3.62773 -0.26 -0.09 -0.81
H -2.63176 -3.05554 2.85073 0.36 -0.05 0.39
H -1.19593 -2.81959 3.28521 0.07 -0.18 -0.02
O -3.39948 2.88033 -1.47890 -0.24 -0.48 -0.51
H -4.11239 3.49523 -1.66722 0.13 0.22 0.16
H -2.68884 3.35999 -1.03874 0.03 0.17 0.23
O -3.40118 -0.02615 0.77349 0.97 -0.66 0.14
H -3.99956 0.56991 1.22791 0.05 0.18 0.40
H -2.72494 -0.35626 1.41422 -0.91 0.62 -0.54
O -3.45012 0.95984 -3.89834 -0.09 -0.80 -1.07
H -4.00871 1.24433 -4.63583 0.12 -0.02 0.37
H -3.44739 1.65338 -3.25025 -0.01 0.85 0.84
O 1.24927 -2.05678 1.02658 0.94 -1.16 0.74
H 1.67819 -1.60188 1.77070 -0.22 0.07 -0.08
H 1.54228 -2.99995 1.16022 -0.36 0.95 -0.60
O -4.12115 2.17451 2.82112 2.00 0.16 -1.74
H -3.64717 2.80972 2.20424 -0.65 -1.03 1.04
H -4.85857 2.65028 3.14310 -1.24 0.78 0.56
O 1.22830 -0.36330 -1.96953 1.06 0.22 -1.73
H 1.69872 0.05119 -2.73365 -0.61 -0.49 0.75
H 1.09443 0.39228 -1.38631 -0.24 0.12 0.46
O 0.38466 2.49964 -2.52472 0.23 -0.23 -0.81
H -0.11621 2.63558 -1.73331 -0.55 0.13 0.85
H -0.19299 1.95185 -3.11343 0.56 0.34 0.19
O 4.93140 -0.21181 2.64837 -1.39 -1.26 0.82
H 5.49618 0.47677 2.91643 1.17 1.24 -0.02
H 4.98842 -0.42998 1.72042 0.33 0.07 -1.07
O -1.63998 3.21181 0.70254 -0.66 -1.47 0.33
H -1.79724 2.22946 0.77965 0.38 1.18 -0.39
H -0.98555 3.37317 1.39620 0.42 0.09 -0.02
O 4.72030 -0.68767 -0.22088 0.12 0.04 0.29
H 4.15241 -1.35160 -0.63220 -0.08 -0.68 -0.08
H 4.20901 0.10331 -0.37897 -0.15 0.73 -0.01
O 0.23668 0.25408 2.83231 1.20 0.18 -0.05
H -0.61126 0.31823 3.32067 0.26 -0.21 0.27
H 1.03217 -0.02610 3.36006 -1.26 0.00 -0.11
O 2.52025 2.56793 -0.35003 0.42 -0.07 0.18
H 2.30535 2.73204 -1.27360 -0.22 0.05 -0.15
H 1.70550 2.23499 0.03371 -0.33 -0.14 -0.04
O -0.65016 0.72469 -4.27556 0.54 0.45 -0.57
H -1.58886 0.81551 -4.46237 -0.48 -0.11 0.14
H -0.57011 0.03898 -3.61933 -0.06 -0.65 0.55
O -2.23447 -0.12108 3.72017 0.85 0.37 -0.05
H -3.09010 0.26925 3.58176 -0.59 0.26 -0.06
H -2.22569 -1.06734 3.49640 -0.46 -0.27 0.45
O 2.58751 -0.97040 3.62529 1.47 0.11 0.14
H 3.35572 -0.44343 3.26371 -0.65 -0.10 -0.20
H 3.15418 -1.54782 4.17420 -0.96 -0.04 -0.07
O -1.15170 -3.01510 0.28922 -1.97 -0.96 -0.45
H -0.33245 -2.62208 0.52115 1.46 0.86 0.36
H -1.48328 -2.56763 -0.50702 0.02 0.08 0.20
O 1.28445 -4.71952 -0.05835 -0.20 -0.24 0.09
H 1.45825 -4.17879 -0.82932 0.56 0.32 -0.32
H 0.34025 -4.88634 -0.16079 -0.16 0.00 0.33
O 3.02933 -2.55676 -1.72781 0.16 -0.33 0.63
H 3.47215 -2.64077 -2.56679 0.14 -0.07 -0.49
H 2.31354 -1.92349 -1.84978 -0.40 0.46 0.03
O 0.87831 2.96414 2.42616 0.08 -0.94 -0.14
H 1.71302 3.22508 2.00853 -0.25 -0.17 0.12
H 0.87150 1.96517 2.51449 -0.06 1.27 -0.04
O 1.97627 -1.18293 -6.22446 -2.60 0.60 0.54
H 2.90082 -1.14091 -6.29531 1.82 0.47 -0.07
H 1.61500 -0.31564 -5.91865 0.71 -1.03 -0.42
O -0.12012 0.50018 0.10725 -0.10 -1.43 0.86
H -0.27777 -0.41662 -0.26710 0.23 1.53 0.60
H 0.11014 0.32891 1.07472 -0.36 0.12 -1.21
```
Forces are in eV/Å.

For the energy above the lowest of the compared OMol25 structures with the same formula, charge and spin, the calculation gives 13.4 kcal/mol. As for the strongest force on any atom: 2.7 eV Å⁻¹. For the highest occupied orbital energy, the calculation gives -10.714 eV. The calculation puts the LUMO energy at 0.0433 eV. The total energy comes out at -47843.058 eV. The orbital gap is 0.39531 Ha.

ORCA calculation (the ωB97M-V functional and the def2-TZVPD basis) on a 3-piece molecular cluster, H4IO2 overall at a distorted geometry.

```
7
Properties=species:S:1:pos:R:3:forces:R:3
I -2.38414 0.22457 -0.32929 0.08 -0.02 0.04
O 0.88886 2.13857 -0.28729 0.48 1.60 1.53
H 0.04786 1.72957 -0.08729 -0.47 -0.71 -0.54
H 1.31086 1.80357 -1.05229 -0.09 -0.92 -1.01
O 0.35286 -1.92743 0.83471 1.27 -0.60 0.63
H 0.19986 -2.58043 0.16571 -0.01 -0.57 -0.56
H -0.41614 -1.38843 0.75571 -1.26 1.21 -0.10
```
Forces are in eV/Å.

For the energy above the lowest of the compared OMol25 structures with the same formula, charge and spin, the calculation gives 3.8 kcal/mol. As for the strongest force on any atom: 2.3 eV Å⁻¹. For the highest occupied orbital energy, the calculation gives -3.937 eV. As for the total charge: -1. The calculation puts the LUMO energy at 3.8123 eV. The total energy comes out at -12263.506 eV. The orbital gap is 0.28480 Ha.

ORCA calculation (the ωB97M-V functional and the def2-TZVPD basis) on H4InO2 as an isolated structure at a distorted geometry.

```
7
Properties=species:S:1:pos:R:3:forces:R:3
In -0.79775 1.09728 -1.31602 -0.15 0.15 -0.20
O 0.36320 3.48309 2.60030 -0.84 -0.63 -1.24
H 0.23677 3.40077 3.54554 -0.50 -0.27 1.84
H 1.14835 4.02299 2.50932 1.45 1.10 -0.32
O -0.44417 -3.65262 -2.32505 -0.48 1.47 0.55
H 0.25122 -4.18793 -1.94281 1.35 -0.95 0.90
H -0.75763 -4.16358 -3.07131 -0.83 -0.87 -1.53
```
Forces are in eV/Å.

For the energy above the lowest of the compared OMol25 structures with the same formula, charge and spin, the calculation gives 59.0 kcal/mol. As for the strongest force on any atom: 1.9 eV Å⁻¹. For the highest occupied orbital energy, the calculation gives -24.177 eV. As for the total charge: +3. The calculation puts the LUMO energy at -22.1635 eV. The total energy comes out at -9289.211 eV. The orbital gap is 0.07399 Ha.

ORCA calculation (the ωB97M-V functional and the def2-TZVPD basis) on one molecule with the formula H4N2 at a distorted geometry.

```
6
Properties=species:S:1:pos:R:3:forces:R:3
N 0.71212 -0.02828 -0.14976 0.81 -0.97 -0.50
N -0.68697 -0.02843 0.13461 -1.07 -1.42 0.74
H 1.16628 0.80222 0.15665 -0.11 0.99 0.28
H 1.10756 -0.74130 0.47437 -0.29 0.32 -0.29
H -1.07165 -0.76005 -0.45540 0.11 -0.10 0.09
H -1.22734 0.75584 -0.16047 0.54 1.17 -0.32
```
Forces are in eV/Å.

For the energy above the lowest of the compared OMol25 structures with the same formula, charge and spin, the calculation gives 7.1 kcal/mol. As for the strongest force on any atom: 1.9 eV Å⁻¹. For the highest occupied orbital energy, the calculation gives -8.212 eV. The calculation puts the LUMO energy at 1.4182 eV. The total energy comes out at -3043.698 eV. The orbital gap is 0.35389 Ha.

ORCA calculation (the ωB97M-V functional and the def2-TZVPD basis) on a 2-piece molecular cluster, H4N2 overall at a distorted geometry.

```
6
Properties=species:S:1:pos:R:3:forces:R:3
N 0.21017 -0.67801 1.77800 -1.34 -2.03 -1.43
N -0.25292 0.42003 -1.41004 0.03 -0.08 1.10
H 0.33540 0.24300 2.07202 0.70 1.88 0.94
H 0.79915 -1.33086 2.26670 0.62 0.08 0.56
H -0.09436 -0.16274 -2.21902 0.00 0.04 -0.65
H -0.41731 1.37885 -1.70071 -0.02 0.12 -0.52
```
Forces are in eV/Å.

For the energy above the lowest of the compared OMol25 structures with the same formula, charge and spin, the calculation gives 0.0 kcal/mol. As for the strongest force on any atom: 2.8 eV Å⁻¹. For the highest occupied orbital energy (spin up / spin down), the calculation gives -10.861 / -10.188 eV. The calculation puts the LUMO energy (spin up / spin down) at 1.4845 / -0.5777 eV. As for the spin multiplicity: 3. The total energy comes out at -3040.586 eV. The orbital gap (spin up / spin down) is 0.45368 / 0.35316 Ha.